{"formula": "C34H30CoFN9O7S", "method": "ωB97M-V/def2-TZVPD", "lumo_ev": [-0.5, -0.5], "total_charge": 0, "multiplicity": 4, "homo_energy_ev": [-7.79, -7.80], "s2": 3.757, "symbols": ["Co", "C", "C", "N", "C", "C", "N", "C", "C", "C", "C", "C", "N", "C", "C", "N", "C", "C", "N", "C", "C", "C", "N", "C", "C", "H", "H", "H", "H", "H", "H", "H", "H", "H", "H", "H", "H", "C", "C", "N", "C", "C", "C", "O", "O", "C", "O", "C", "C", "C", "F", "C", "C", "C", "N", "C", "C", "N", "C", "C", "H", "H", "H", "H", "H", "H", "H", "H", "H", "H", "H", "H", "H", "H", "H", "H", "H", "H", "O", "S", "O", "O", "O"], "positions_angstrom": [[-1.250, -1.247, -0.104], [-4.709, 1.718, 1.731], [-4.840, 0.367, 1.429], [-3.971, -0.531, 1.865], [-2.951, -0.066, 2.577], [-2.827, 1.281, 2.891], [-3.712, 2.180, 2.477], [-1.932, -1.066, 2.991], [-1.588, -1.220, 4.323], [-0.689, -2.211, 4.701], [-0.189, -3.016, 3.686], [-0.561, -2.793, 2.368], [-1.410, -1.822, 2.025], [-0.033, -3.603, 1.240], [0.824, -4.684, 1.376], [1.301, -5.348, 0.328], [0.932, -4.918, -0.870], [0.070, -3.840, -1.028], [-0.420, -3.212, 0.026], [-0.292, -2.407, 6.125], [0.575, -3.423, 6.517], [0.914, -3.562, 7.853], [0.458, -2.772, 8.821], [-0.370, -1.800, 8.448], [-0.767, -1.581, 7.139], [-5.431, 2.439, 1.367], [-5.664, 0.004, 0.826], [-1.983, 1.641, 3.470], [-2.054, -0.569, 5.047], [0.506, -3.810, 3.906], [1.143, -5.034, 2.350], [1.337, -5.434, -1.731], [-0.214, -3.458, -1.999], [0.999, -4.118, 5.806], [1.589, -4.353, 8.159], [-0.740, -1.156, 9.239], [-1.441, -0.762, 6.936], [0.021, 0.208, -5.515], [-1.066, 1.263, -5.342], [-1.530, 1.348, -3.960], [-2.470, 0.461, -3.545], [-2.761, 0.205, -2.245], [-3.477, -1.102, -1.942], [-4.403, -1.434, -2.673], [-2.998, -1.768, -0.960], [-2.134, 1.013, -1.250], [-2.111, 0.741, -0.030], [-1.323, 2.131, -1.713], [-0.743, 2.980, -0.769], [0.386, 3.667, -1.091], [0.986, 4.444, -0.157], [1.057, 3.383, -2.288], [0.369, 2.731, -3.293], [-0.866, 2.130, -3.030], [2.469, 3.411, -2.357], [3.220, 3.286, -1.109], [4.503, 2.507, -1.425], [4.241, 1.803, -2.715], [4.205, 2.795, -3.846], [3.247, 3.949, -3.430], [0.346, 0.166, -6.556], [-0.359, -0.772, -5.228], [0.882, 0.412, -4.879], [-1.929, 1.011, -5.957], [-0.733, 2.252, -5.658], [-2.919, -0.157, -4.312], [-1.121, 2.976, 0.245], [0.899, 2.500, -4.206], [2.618, 2.704, -0.423], [3.477, 4.248, -0.656], [4.722, 1.761, -0.665], [5.375, 3.142, -1.577], [3.298, 1.385, -2.615], [4.915, 1.061, -2.890], [3.833, 2.260, -4.717], [5.227, 3.122, -4.033], [2.609, 4.201, -4.275], [3.801, 4.851, -3.142], [2.125, -1.674, -1.524], [1.172, -0.610, -1.233], [1.727, 0.703, -1.598], [0.740, -0.652, 0.220], [-0.139, -0.853, -1.945]]}

***

{"formula": "C27H29BN3O4Os", "method": "ωB97M-V/def2-TZVPD", "lumo_ev": [-3.0, -3.3], "total_charge": 1, "multiplicity": 5, "homo_energy_ev": [-8.76, -10.70], "s2": 6.040, "symbols": ["Os", "C", "N", "C", "C", "C", "N", "C", "C", "C", "C", "C", "C", "C", "O", "C", "C", "C", "N", "C", "C", "C", "C", "C", "C", "C", "O", "H", "H", "H", "H", "H", "H", "H", "H", "H", "H", "H", "H", "H", "H", "H", "H", "H", "H", "H", "H", "H", "H", "H", "H", "H", "O", "B", "O", "C", "C", "C", "C", "C", "C", "H", "H", "H", "H"], "positions_angstrom": [[-1.055, 0.398, -0.352], [-3.705, 2.106, 0.339], [-3.228, 0.759, 0.676], [-4.181, -0.251, 0.176], [-4.426, -0.240, -1.338], [-3.157, -0.152, -2.205], [-2.044, -0.860, -1.600], [-1.315, -1.636, -2.379], [-0.364, -2.612, -1.968], [0.029, -3.575, -2.927], [0.741, -4.701, -2.585], [1.095, -4.921, -1.260], [0.842, -3.932, -0.321], [0.166, -2.772, -0.667], [0.070, -1.758, 0.304], [-3.101, 0.629, 2.148], [-1.658, 0.528, 2.652], [-0.793, 1.761, 2.391], [-0.268, 1.785, 1.032], [0.487, 2.798, 0.726], [1.117, 3.089, -0.518], [1.928, 4.237, -0.585], [2.532, 4.629, -1.754], [2.324, 3.892, -2.924], [1.540, 2.768, -2.905], [0.943, 2.303, -1.706], [0.286, 1.196, -1.741], [-4.723, 2.266, 0.715], [-3.711, 2.251, -0.739], [-3.049, 2.852, 0.782], [-5.154, -0.100, 0.666], [-3.797, -1.235, 0.464], [-5.095, 0.578, -1.612], [-4.949, -1.169, -1.564], [-2.868, 0.904, -2.336], [-3.385, -0.548, -3.202], [-1.524, -1.632, -3.450], [-0.275, -3.425, -3.953], [1.005, -5.423, -3.341], [1.576, -5.839, -0.962], [1.165, -4.061, 0.702], [-3.620, -0.277, 2.473], [-3.594, 1.478, 2.637], [-1.167, -0.350, 2.209], [-1.706, 0.372, 3.731], [0.054, 1.749, 3.088], [-1.369, 2.675, 2.594], [0.644, 3.557, 1.496], [2.077, 4.811, 0.318], [3.160, 5.505, -1.775], [2.781, 4.207, -3.850], [1.375, 2.180, -3.796], [1.522, -1.630, 2.262], [1.295, -1.500, 0.913], [2.439, -1.153, 0.228], [3.432, -1.124, 1.174], [4.785, -0.900, 1.028], [5.572, -1.053, 2.159], [5.024, -1.407, 3.386], [3.658, -1.595, 3.547], [2.875, -1.434, 2.420], [5.201, -0.644, 0.069], [6.641, -0.909, 2.081], [5.673, -1.555, 4.235], [3.229, -1.889, 4.491]]}

***

{"formula": "C2H8N2S2", "method": "ωB97M-V/def2-TZVPD", "lumo_ev": [0.7, 0.7], "total_charge": 0, "homo_energy_ev": [-6.75, -6.75], "symbols": ["C", "C", "N", "N", "S", "S", "H", "H", "H", "H", "H", "H", "H", "H"], "positions_angstrom": [[-1.328, -0.157, -1.118], [0.178, -0.757, 0.693], [1.890, 0.927, 0.836], [0.487, 0.574, 1.093], [-1.078, 1.538, -1.247], [-0.770, -1.671, 1.939], [-1.060, -0.604, -2.005], [-2.205, -0.239, -0.559], [0.729, -1.197, -0.147], [1.939, 1.373, -0.107], [2.337, -0.020, 0.792], [-0.032, 1.029, 1.817], [-1.362, 1.920, 0.036], [-0.776, -2.838, 1.254]]}

***

{"formula": "C20H31F3NO7PS", "method": "ωB97M-V/def2-TZVPD", "lumo_ev": 0.6, "total_charge": 0, "homo_energy_ev": -9.63, "symbols": ["C", "C", "O", "C", "O", "C", "N", "S", "O", "O", "C", "C", "C", "C", "C", "C", "C", "C", "F", "F", "F", "P", "O", "O", "C", "C", "C", "C", "O", "C", "C", "C", "C", "H", "H", "H", "H", "H", "H", "H", "H", "H", "H", "H", "H", "H", "H", "H", "H", "H", "H", "H", "H", "H", "H", "H", "H", "H", "H", "H", "H", "H", "H", "H"], "positions_angstrom": [[3.796, -0.159, 2.631], [3.096, -1.230, 1.810], [2.612, -0.657, 0.587], [1.365, -0.245, 0.576], [0.539, -0.443, 1.427], [1.015, 0.417, -0.736], [0.069, 1.468, -0.508], [0.378, 2.492, 0.823], [1.612, 2.091, 1.429], [0.242, 3.833, 0.341], [-1.008, 2.116, 1.872], [-0.837, 1.453, 3.069], [-1.951, 1.145, 3.830], [-3.228, 1.499, 3.402], [-4.424, 1.165, 4.238], [-3.370, 2.181, 2.198], [-2.262, 2.490, 1.429], [2.220, 0.862, -1.547], [1.838, 1.677, -2.541], [3.157, 1.521, -0.868], [2.832, -0.178, -2.136], [0.104, -0.899, -1.706], [-0.276, -0.445, -3.041], [1.045, -2.161, -1.580], [1.420, -2.894, -2.751], [0.606, -4.182, -2.890], [0.783, -5.060, -1.653], [-0.866, -3.859, -3.122], [-1.086, -1.304, -0.741], [-2.322, -0.590, -0.758], [-3.396, -1.468, -0.118], [-4.757, -0.788, -0.240], [-3.043, -1.730, 1.344], [4.063, -0.553, 3.608], [4.694, 0.178, 2.120], [3.133, 0.695, 2.747], [2.246, -1.653, 2.354], [3.783, -2.024, 1.507], [-0.158, 1.988, -1.347], [0.156, 1.178, 3.379], [-1.832, 0.619, 4.766], [-5.333, 1.173, 3.641], [-4.535, 1.901, 5.034], [-4.311, 0.188, 4.700], [-4.355, 2.471, 1.861], [-2.351, 3.026, 0.497], [2.484, -3.115, -2.633], [1.276, -2.258, -3.629], [1.000, -4.708, -3.766], [0.445, -4.523, -0.771], [1.829, -5.325, -1.519], [0.203, -5.974, -1.751], [-0.986, -3.228, -4.000], [-1.270, -3.330, -2.262], [-1.438, -4.773, -3.268], [-2.205, 0.335, -0.186], [-2.571, -0.343, -1.795], [-3.419, -2.421, -0.656], [-4.740, 0.175, 0.264], [-5.019, -0.629, -1.283], [-5.526, -1.405, 0.218], [-2.032, -2.118, 1.416], [-3.091, -0.804, 1.912], [-3.733, -2.448, 1.780]]}

***

> What is the formula in the third record?

C2H8N2S2

***

> Number 1 is which compound?

C34H30CoFN9O7S